1.
Below is a structure of composition C32H34BrN8O6S2Sn, with properties calculated with wB97M-V/def2-TZVPD.

The geometry in XYZ format:
```
84
C32H34BrN8O6S2Sn | the OMol25 dataset | wB97M-V/def2-TZVPD
Sn 0.397 -0.495 -0.425
O 2.101 -4.603 2.947
C 0.802 -4.335 3.286
C 0.232 -5.153 4.253
C -1.068 -4.926 4.666
C -1.809 -3.884 4.122
C -1.234 -3.068 3.164
C 0.074 -3.279 2.738
C 0.710 -2.391 1.701
O -0.246 -1.631 1.026
N 1.706 -1.515 2.368
N 1.701 -0.233 1.980
C 2.261 0.652 2.701
C 2.231 2.069 2.357
Br 0.859 2.555 1.144
C 3.041 2.959 2.929
C 3.164 4.409 2.713
C 3.133 4.983 1.443
C 3.296 6.350 1.288
C 3.486 7.162 2.398
C 3.532 6.598 3.665
C 3.386 5.229 3.819
H 2.360 -4.132 2.149
H 0.825 -5.958 4.664
H -1.506 -5.572 5.414
H -2.830 -3.717 4.437
H -1.795 -2.256 2.725
H 1.250 -3.020 0.982
H 1.880 -1.711 3.347
H 2.783 0.386 3.622
H 3.709 2.545 3.683
H 2.998 4.356 0.572
H 3.285 6.783 0.296
H 3.609 8.229 2.274
H 3.689 7.223 4.533
H 3.424 4.791 4.809
N -6.916 -0.785 1.572
C -5.837 -1.025 0.772
C -5.989 -1.122 -0.618
C -4.898 -1.343 -1.429
C -3.637 -1.483 -0.859
C -3.463 -1.372 0.519
C -4.552 -1.143 1.327
S -2.260 -1.700 -1.888
O -1.422 -2.776 -1.408
O -2.693 -1.756 -3.254
N -1.262 -0.375 -1.696
C -1.789 0.911 -1.924
N -2.976 1.019 -2.494
C -3.400 2.261 -2.713
C -2.653 3.376 -2.372
C -1.437 3.131 -1.761
N -1.003 1.898 -1.522
H -7.841 -0.876 1.193
H -6.827 -0.882 2.567
H -6.974 -1.015 -1.055
H -5.003 -1.403 -2.503
H -2.481 -1.488 0.956
H -4.425 -1.058 2.399
H -4.373 2.354 -3.180
H -3.007 4.379 -2.554
H -0.788 3.939 -1.442
S 2.038 -2.276 -1.435
C 1.656 -2.152 -3.128
N 0.523 -2.623 -3.601
C 0.105 -2.448 -4.994
C 0.781 -1.202 -5.535
C 2.283 -1.360 -5.364
N 2.550 -1.612 -3.945
H -0.112 -3.050 -2.933
H -0.980 -2.381 -5.007
H 0.404 -3.328 -5.569
H 0.451 -0.334 -4.959
H 0.525 -1.047 -6.582
H 2.820 -0.460 -5.654
H 2.659 -2.192 -5.963
H 3.403 -1.282 -3.525
C 3.994 1.809 -0.935
O 2.841 1.087 -0.429
C 1.883 0.796 -1.294
O 1.847 1.055 -2.461
H 4.852 1.147 -0.852
H 4.121 2.680 -0.297
H 3.827 2.104 -1.967
```

Output
HOMO-LUMO gap, eV: 7.79
M, g/mol: 889.42
Net charge: +1
Energy above the lowest of the compared OMol25 structures with the same formula, charge and spin, kcal per mole: 31.6
LUMO, eV: -2.64

Atomic partial charges in e from the Mulliken method, atoms 1 to 4:
1 Sn 1.459
2 O -0.640
3 C 0.459
4 C -0.690

2.
Below is a structure of composition C32H34Cl2O3ReSi in a non-equilibrium geometry, with properties calculated with wB97M-V/def2-TZVPD.

The geometry in XYZ format:
```
73
C32H34Cl2O3ReSi | the OMol25 dataset | wB97M-V/def2-TZVPD
Re -0.119 0.055 0.073
C 0.815 2.544 2.473
C -0.213 1.537 2.058
C -1.346 1.910 1.314
C -2.396 1.001 1.058
C -3.670 1.460 0.439
C -2.253 -0.334 1.495
C -1.148 -0.748 2.248
C -1.068 -2.123 2.823
C -0.102 0.184 2.461
H 1.676 2.523 1.802
H 1.171 2.327 3.479
H 0.401 3.549 2.455
H -1.470 2.947 1.027
H -3.648 1.332 -0.648
H -3.837 2.516 0.646
H -4.507 0.883 0.827
H -3.072 -1.025 1.332
H -0.610 -2.098 3.811
H -0.450 -2.763 2.185
H -2.055 -2.573 2.897
H 0.735 -0.106 3.087
Cl 5.757 -3.770 -2.087
C 4.289 -3.130 -1.484
C 3.266 -4.002 -1.090
C 2.074 -3.511 -0.600
Cl 0.827 -4.581 -0.103
C 1.846 -2.130 -0.504
O 0.675 -1.723 -0.030
C 2.892 -1.262 -0.892
C 2.759 0.134 -0.747
O 1.730 0.768 -0.395
C 4.110 -1.775 -1.374
H 3.416 -5.071 -1.168
H 3.644 0.743 -0.946
H 4.899 -1.096 -1.671
C -1.914 -0.375 -5.692
C -0.901 -0.261 -4.561
C -0.109 1.044 -4.646
C 0.019 -1.479 -4.479
Si -1.862 -0.216 -2.876
O -0.720 0.118 -1.720
C -3.085 1.204 -2.899
C -4.464 0.976 -2.957
C -5.358 2.039 -2.909
C -4.887 3.341 -2.808
C -3.520 3.582 -2.739
C -2.626 2.522 -2.784
C -2.694 -1.867 -2.568
C -2.377 -2.596 -1.416
C -3.027 -3.787 -1.120
C -4.001 -4.275 -1.977
C -4.325 -3.569 -3.127
C -3.679 -2.376 -3.420
H -1.394 -0.257 -6.650
H -2.676 0.406 -5.649
H -2.399 -1.351 -5.716
H 0.581 0.994 -5.495
H 0.493 1.224 -3.751
H -0.762 1.901 -4.813
H 0.612 -1.552 -5.398
H -0.542 -2.410 -4.380
H 0.721 -1.402 -3.641
H -4.846 -0.036 -3.020
H -6.422 1.849 -2.951
H -5.584 4.168 -2.793
H -3.153 4.598 -2.658
H -1.561 2.718 -2.720
H -1.604 -2.235 -0.746
H -2.772 -4.338 -0.222
H -4.503 -5.208 -1.755
H -5.085 -3.945 -3.800
H -3.956 -1.841 -4.319
```

Output
HOMO-LUMO gap (spin up / spin down), eV: 5.09 / 5.44
M, g/mol: 751.82
<S²>: 0.88
Net charge: +2
Energy above the lowest of the compared OMol25 structures with the same formula, charge and spin, kcal per mole: 0.0
2S+1: 2
LUMO (spin up / spin down), eV: -8.62 / -8.27

Atomic partial charges in e from the Mulliken method, atoms 1 to 4:
1 Re 1.446
2 C -1.530
3 C 0.566
4 C -0.935

3.
Below is a cluster of 6 separate species, C32H34ClF40NO7P in total in a non-equilibrium geometry, with properties calculated with wB97M-V/def2-TZVPD.

The geometry in XYZ format:
```
116
C32H34ClF40NO7P | the OMol25 dataset | wB97M-V/def2-TZVPD
O -1.103 -3.768 -3.901
P -2.691 -3.656 -4.567
Cl -3.606 -5.431 -3.911
C -3.412 -2.121 -3.720
C -3.742 -0.821 -4.624
C -5.081 -0.167 -3.975
C -4.926 -0.753 -2.502
N -4.543 -2.203 -2.746
C -5.743 -3.057 -2.886
C -6.142 -3.304 -4.501
C -7.777 -3.168 -4.811
O -6.900 -4.521 -4.780
H -0.509 -3.140 -4.350
H -2.547 -1.712 -3.099
H -3.826 -1.020 -5.739
H -2.954 -0.026 -4.510
H -5.990 -0.536 -4.537
H -4.958 0.951 -3.939
H -4.043 -0.389 -1.882
H -5.778 -0.588 -1.782
H -4.071 -2.531 -1.879
H -6.641 -2.475 -2.532
H -5.730 -4.064 -2.399
H -5.414 -2.898 -5.320
H -8.415 -3.758 -5.525
H -7.460 -2.434 -5.665
C 1.378 -1.683 1.140
C 1.177 -0.351 0.381
C 0.037 0.543 0.870
F -1.168 -0.049 0.778
F -0.033 1.671 0.111
F 1.050 -0.615 -0.946
F 2.333 0.356 0.514
O 0.804 -2.862 0.549
C -0.547 -3.150 0.795
C -1.392 -3.076 -0.480
F -1.319 -1.859 -1.066
F -2.709 -3.294 -0.201
F -1.011 -2.363 1.779
F -0.585 -4.408 1.274
H 2.450 -1.881 1.123
H 1.133 -1.598 2.197
H 0.193 0.851 1.907
H -1.068 -3.820 -1.211
C -2.067 7.097 -0.773
C -3.113 7.151 -1.912
C -4.575 6.915 -1.522
F -4.789 5.701 -0.983
F -5.366 6.988 -2.621
F -2.731 6.302 -2.895
F -3.040 8.402 -2.446
O -1.326 5.877 -0.595
C -1.891 4.842 0.171
C -2.184 3.587 -0.662
F -3.019 3.850 -1.689
F -2.784 2.636 0.097
F -2.966 5.300 0.830
F -0.975 4.545 1.121
H -1.298 7.823 -1.047
H -2.468 7.465 0.174
H -4.919 7.675 -0.813
H -1.265 3.170 -1.076
C 4.071 5.891 3.205
C 3.061 6.824 3.914
C 2.687 6.471 5.357
F 2.105 5.265 5.472
F 1.796 7.372 5.839
F 1.956 6.937 3.142
F 3.629 8.062 3.941
O 3.551 4.882 2.321
C 3.130 3.653 2.858
C 1.625 3.423 2.684
F 0.900 4.396 3.259
F 1.249 2.254 3.270
F 3.535 3.550 4.135
F 3.799 2.699 2.178
H 4.649 6.538 2.541
H 4.807 5.478 3.897
H 3.568 6.494 6.007
H 1.356 3.383 1.626
C 1.940 -1.018 6.225
C 2.375 -1.305 7.682
C 3.845 -1.050 8.029
F 4.694 -1.806 7.314
F 4.072 -1.348 9.331
F 2.014 -2.567 8.003
F 1.629 -0.486 8.477
O 1.854 -2.130 5.315
C 3.017 -2.561 4.650
C 3.440 -3.979 5.050
F 3.663 -4.081 6.371
F 4.592 -4.319 4.427
F 3.990 -1.652 4.809
F 2.712 -2.548 3.329
H 0.909 -0.664 6.293
H 2.491 -0.183 5.788
H 4.106 0.003 7.879
H 2.670 -4.704 4.779
C 3.107 -5.215 -4.909
C 4.335 -4.542 -5.566
C 5.695 -4.778 -4.900
F 5.749 -4.321 -3.638
F 6.665 -4.126 -5.584
F 4.086 -3.219 -5.703
F 4.419 -5.042 -6.831
O 2.285 -4.415 -4.039
C 2.654 -4.275 -2.687
C 3.019 -2.831 -2.324
F 4.029 -2.363 -3.078
F 3.426 -2.747 -1.035
F 3.620 -5.155 -2.387
F 1.573 -4.648 -1.966
H 2.436 -5.466 -5.733
H 3.357 -6.175 -4.454
H 5.949 -5.842 -4.895
H 2.163 -2.167 -2.460
```

Output
HOMO-LUMO gap, eV: 8.49
M, g/mol: 1370.97
Net charge: +1
LUMO, eV: -3.39

Atomic partial charges in e from the Mulliken method, atoms 1 to 4:
1 O -0.318
2 P 0.055
3 Cl -0.172
4 C -0.088

4.
Below is a structure of composition C32H34FeN6O4Se, with properties calculated with wB97M-V/def2-TZVPD.

The geometry in XYZ format:
```
78
C32H34FeN6O4Se | the OMol25 dataset | wB97M-V/def2-TZVPD
Fe -0.363 -2.076 -0.519
O 2.231 -6.040 2.790
C 0.955 -6.370 2.659
O 0.505 -7.401 3.094
C 0.067 -5.404 1.954
C -1.288 -5.616 1.791
N -1.781 -4.560 1.129
N -0.832 -3.666 0.845
C 0.300 -4.164 1.326
C 1.558 -3.402 1.029
O 2.611 -3.737 1.571
O 1.418 -2.437 0.204
H 2.436 -5.161 2.358
H -1.898 -6.442 2.109
H -2.722 -4.397 0.804
C -1.362 -6.350 -2.458
C -0.542 -5.236 -2.548
C -1.053 -3.963 -2.333
C -2.402 -3.779 -1.982
C -3.235 -4.912 -1.968
C -2.718 -6.171 -2.191
N -2.978 -2.571 -1.646
N -2.110 -1.609 -1.315
C -2.686 -0.344 -1.226
C -4.025 -0.083 -1.543
C -4.541 1.194 -1.411
C -3.745 2.242 -0.968
C -2.411 2.001 -0.667
C -1.888 0.728 -0.804
H -0.960 -7.341 -2.618
H 0.505 -5.351 -2.799
H -0.415 -3.098 -2.529
H -4.286 -4.766 -1.754
H -3.375 -7.031 -2.154
H -4.638 -0.901 -1.888
H -5.581 1.371 -1.653
H -4.152 3.237 -0.857
H -1.781 2.813 -0.328
C 2.759 0.267 2.178
C 1.515 0.008 3.024
C 0.806 1.258 3.547
C -0.058 2.026 2.549
N 0.679 2.592 1.420
C 0.543 2.228 0.133
Se -0.074 0.268 -0.411
N 1.432 2.925 -0.598
C 1.618 2.793 -2.043
C 0.363 3.151 -2.824
C -0.166 4.555 -2.554
C 0.765 5.663 -3.028
C 2.131 3.797 0.233
C 3.124 4.736 -0.023
C 3.593 5.460 1.056
C 3.088 5.262 2.348
C 2.105 4.327 2.604
C 1.641 3.591 1.519
H 3.338 -0.649 2.072
H 3.397 1.025 2.638
H 2.520 0.599 1.167
H 1.808 -0.590 3.890
H 0.808 -0.607 2.462
H 1.538 1.931 4.001
H 0.125 0.970 4.353
H -0.563 2.859 3.046
H -0.825 1.379 2.120
H 1.921 1.765 -2.252
H 2.451 3.445 -2.302
H -0.409 2.412 -2.605
H 0.603 3.039 -3.886
H -0.361 4.671 -1.483
H -1.137 4.656 -3.043
H 1.709 5.666 -2.483
H 0.313 6.645 -2.888
H 0.995 5.552 -4.089
H 3.518 4.896 -1.016
H 4.369 6.195 0.900
H 3.481 5.853 3.163
H 1.721 4.173 3.601
```

Output
HOMO-LUMO gap (spin up / spin down), eV: 5.84 / 7.09
M, g/mol: 701.47
<S²>: 6.09
Energy above the lowest of the compared OMol25 structures with the same formula, charge and spin, kcal per mole: 18.9
2S+1: 5
LUMO (spin up / spin down), eV: -0.43 / -0.69

Atomic partial charges in e from the Mulliken method, atoms 1 to 4:
1 Fe 0.138
2 O -0.547
3 C 0.398
4 O -0.613